# C14H44O8

A 8-piece molecular cluster, C14H44O8 overall (ωB97M-V with the def2-TZVPD basis set, OMol25).

Geometry as XYZ:
```
66
Properties=species:S:1:pos:R:3:forces:R:3:nbo_charge:R:1
H 13.088000 -21.993000 5.420000 -0.10 -0.75 -0.31 0.212
O 13.136000 -19.281000 6.170000 -0.35 0.19 -1.03 -0.776
C 15.070000 -18.721000 0.620000 0.63 0.86 0.66 -0.624
H 10.112000 -20.834000 8.315000 -1.27 -0.23 -1.08 0.197
H 8.420000 -21.451000 2.817000 0.38 0.02 -0.23 0.150
O 16.622000 -18.464000 2.417000 0.22 0.52 0.95 -0.725
H 15.500000 -19.680000 0.455000 0.29 -0.98 0.05 0.206
C 8.446000 -23.175000 4.156000 -1.10 -1.67 -0.47 -0.641
C 10.939000 -20.883000 8.950000 1.20 0.65 0.71 -0.625
H 14.395000 -19.737000 8.405000 0.38 0.14 -0.90 0.213
H 14.734000 -20.462000 5.964000 0.56 -0.42 0.08 0.154
H 14.891000 -17.277000 2.187000 0.26 0.43 0.24 0.156
H 11.062000 -18.034000 10.321000 -0.89 -0.55 0.37 0.460
H 10.461000 -21.133000 4.284000 -0.99 0.29 -0.23 0.165
H 12.294000 -22.455000 0.332000 -0.23 -1.91 0.06 0.212
C 7.755000 -22.225000 3.177000 0.19 -0.16 0.56 -0.061
H 9.245000 -20.337000 6.542000 0.37 -0.98 0.95 0.185
H 14.034000 -18.765000 0.367000 -0.84 -0.04 -0.12 0.210
H 15.568000 -18.064000 -0.108000 -0.08 0.16 0.50 0.205
H 10.648000 -21.443000 9.833000 -0.04 0.49 0.50 0.217
O 12.294000 -20.353000 3.758000 0.12 -0.06 -0.06 -0.760
H 13.319000 -21.867000 -2.957000 0.06 0.01 -0.69 0.467
H 7.609000 -23.812000 4.570000 0.90 0.68 -0.15 0.220
C 13.799000 -21.940000 -1.128000 0.02 1.25 1.14 -0.057
C 10.221000 -19.995000 1.664000 -0.76 -0.76 -1.06 -0.274
C 14.963000 -19.140000 7.650000 -0.16 0.55 0.64 -0.630
H 9.127000 -18.568000 6.868000 -0.69 -0.57 -0.07 0.178
H 9.119000 -23.911000 3.665000 -0.09 0.66 0.19 0.204
H 10.704000 -20.973000 1.626000 -0.32 -0.13 0.47 0.181
O 8.082000 -19.493000 5.224000 0.01 1.76 -0.13 -0.742
H 8.945000 -22.679000 4.978000 0.11 0.17 0.11 0.199
H 10.111000 -19.148000 5.624000 0.61 -0.13 -0.75 0.173
H 9.622000 -19.962000 0.748000 -0.33 -0.05 0.25 0.184
H 11.732000 -21.463000 8.535000 0.47 -0.44 -0.79 0.209
H 7.008000 -20.837000 4.375000 -0.01 -0.74 -0.45 0.496
H 11.484000 -18.859000 8.293000 0.01 -0.01 -0.38 0.172
H 12.470000 -19.510000 9.636000 -0.22 -0.04 -0.60 0.143
C 14.547000 -19.427000 6.230000 -0.60 -0.34 -0.57 -0.059
C 13.147000 -21.826000 0.263000 0.77 0.17 0.02 -0.653
H 14.718000 -18.088000 7.901000 0.37 -0.42 -0.17 0.208
H 11.549000 -22.255000 3.420000 -0.33 0.19 -0.60 0.163
O 10.635000 -18.905000 10.177000 -0.22 2.10 0.67 -0.714
C 11.991000 -22.044000 5.437000 0.86 1.43 -0.43 -0.641
C 9.186000 -19.378000 6.116000 0.07 0.71 0.14 -0.257
H 12.529000 -20.957000 0.315000 0.57 1.70 0.28 0.212
H 16.027000 -19.332000 7.800000 -0.03 0.16 0.03 0.211
O 6.676000 -21.596000 3.846000 -0.36 0.49 0.00 -0.749
O 11.226000 -19.044000 1.589000 0.93 1.22 -0.43 -0.745
H 14.557000 -21.130000 -1.299000 -0.46 -0.71 0.34 0.157
H 12.877000 -19.586000 5.261000 0.03 0.51 0.86 0.501
H 7.392000 -22.792000 2.298000 -0.12 0.35 0.51 0.173
H 14.218000 -22.896000 -1.195000 1.43 -1.40 0.13 0.158
H 11.607000 -23.021000 5.681000 -0.10 -0.24 -0.09 0.219
C 11.449000 -19.457000 9.196000 0.98 -2.00 0.74 -0.059
H 9.617000 -19.821000 2.546000 -0.26 -0.35 0.16 0.180
H 7.889000 -18.565000 4.998000 -0.34 -0.71 -0.27 0.474
C 15.253000 -18.297000 2.102000 -0.84 -0.78 -1.06 -0.060
H 11.813000 -21.333000 6.213000 -0.63 0.21 0.89 0.221
H 16.820000 -18.063000 3.290000 -0.29 -0.39 -0.82 0.470
H 13.859000 -21.966000 1.149000 -1.08 0.36 -1.39 0.226
H 10.869000 -18.307000 1.090000 0.35 0.27 0.09 0.486
H 15.028000 -18.831000 5.405000 -0.09 -0.06 1.06 0.152
O 12.831000 -21.910000 -2.144000 -1.06 0.52 0.13 -0.722
H 12.049000 -20.099000 2.861000 0.39 0.53 0.16 0.506
C 11.470000 -21.431000 4.128000 1.12 -1.95 1.04 -0.072
H 14.576000 -18.913000 2.748000 0.62 0.21 -0.38 0.161
```
Forces are in eV/Å.

## Properties
Frontier orbital gap = 10.05 eV
Relative energy (zero: lowest compared OMol25 entry of this formula, charge and spin) = 3.1092 eV
Highest occupied orbital energy = -9.81 eV
F_max = 2.48 eV/A
E = -31607.8668 eV
M = 340.5 g/mol



# C42H76Cl28F8N5O3S

A 15-piece molecular cluster, C42H76Cl28F8N5O3S overall (ωB97M-V with the def2-TZVPD basis set, OMol25).

Geometry as XYZ:
```
163
Properties=species:S:1:pos:R:3:forces:R:3:lowdin_charge:R:1
H 0.445186 4.377292 6.907913 -0.03 0.03 0.07 -0.013
H 9.183237 6.501563 -1.473100 -0.05 0.01 -0.01 0.068
C 2.181716 0.348934 0.052207 0.82 1.42 0.26 -0.386
Cl 4.945607 3.053667 3.182071 -0.28 -0.06 -0.11 0.499
H 0.864963 12.323849 -0.631506 -0.01 0.02 0.04 0.076
H 3.794696 1.857348 9.927399 0.00 0.03 0.03 0.077
H -4.128529 -10.182336 -4.031755 0.01 0.04 -0.03 0.061
N -1.023112 -1.813827 1.136597 -0.25 0.22 0.68 0.010
H 5.098246 -3.206250 -6.622422 0.02 -0.03 -0.03 0.076
H 0.114038 -3.542522 1.583871 -0.01 -0.29 0.32 0.135
Cl 8.812882 5.296093 4.045741 -0.04 0.01 -0.01 0.568
H -0.697933 10.470196 -0.717657 -0.01 -0.02 -0.06 0.055
H 3.273160 0.876006 8.551732 -0.01 -0.03 -0.02 0.067
H -1.923003 -3.244081 2.365519 0.11 -0.37 0.21 0.138
C -0.592521 4.693634 6.913124 0.01 0.03 0.09 -0.669
H 9.692636 2.040134 5.545984 0.01 0.00 0.04 0.074
H 0.103201 4.063613 -3.757172 -0.04 0.01 0.00 0.030
H 2.800232 -1.603155 -0.545727 -0.06 -0.23 -0.32 0.088
H -1.561786 -4.382267 -0.014079 -0.63 -0.13 0.28 0.064
Cl -2.936528 8.522684 -1.817945 0.04 -0.09 -0.08 0.557
H -3.965944 -5.514141 -3.984193 -0.25 0.19 0.10 -0.001
H -3.726360 -5.931373 0.050684 0.00 0.00 0.06 0.057
C -5.041673 -5.318354 -4.028661 0.23 -0.21 0.00 -0.662
C 3.119929 1.815129 9.075220 -0.01 -0.05 0.05 -0.660
H 2.220676 5.391696 -3.345232 -0.07 0.03 0.06 0.080
H 1.289913 11.320992 -2.024995 0.03 -0.02 -0.03 0.069
Cl 1.732858 4.173052 -1.389660 0.09 0.43 -0.11 0.638
Cl -1.282710 4.313548 8.508612 0.01 -0.01 0.00 0.555
H 5.251312 5.254796 2.433813 -0.04 0.01 -0.01 0.079
H -1.278878 -3.503488 -5.753245 -0.03 -0.01 0.03 0.080
H -0.642068 5.773850 6.789376 -0.03 0.01 -0.03 0.080
H 9.932462 6.347777 1.488863 -0.03 -0.02 0.03 0.030
H 4.300572 -5.317805 -5.485024 -0.05 -0.04 -0.03 0.073
H -0.181478 -4.191497 -2.835724 0.01 -0.33 0.30 0.086
F 0.235472 -1.951490 3.436869 0.02 -0.39 0.21 0.047
H 4.433923 3.017197 7.898423 0.06 -0.03 -0.08 0.071
H 10.583955 5.625661 -0.841696 0.01 -0.04 0.04 0.075
H -2.044640 6.872198 -0.421745 0.07 0.00 0.00 0.063
H 0.501063 1.088350 -0.986935 -0.19 0.23 -0.08 0.085
C -1.499155 2.509456 0.316027 -0.77 0.37 -0.77 -0.282
C -0.143186 -2.930627 0.728315 0.09 -0.18 -0.30 -0.097
C -5.425392 -4.128642 -3.196764 0.00 0.19 -0.10 -0.650
Cl -3.653162 -9.494563 -0.887566 0.05 -0.04 0.01 0.576
F -0.503159 2.670827 2.520681 -0.56 1.14 -0.93 0.094
C 5.239453 4.080868 0.651770 -0.03 0.03 -0.09 -0.674
Cl -1.174616 2.248558 5.816133 -0.04 -0.08 0.01 0.551
C 5.620281 4.291532 2.087882 0.12 0.18 0.12 -0.665
Cl 1.456695 1.821384 9.708891 -0.02 -0.01 -0.02 0.547
O -3.504171 -3.265437 0.389872 -0.03 2.71 1.85 0.061
F -2.819740 2.800684 0.091992 1.17 -0.09 0.10 0.143
H -9.552242 -5.341064 1.589476 0.02 0.04 0.03 0.066
H 0.026928 -4.491671 -0.672275 0.35 -0.26 -0.06 0.132
Cl 6.013271 2.626509 -0.018793 -0.03 -0.16 -0.08 0.513
H -2.422866 4.243936 5.871720 -0.05 -0.08 0.03 0.072
C -0.736423 -3.796190 -0.349692 -0.18 -0.08 -0.12 -0.168
C -1.468621 0.984685 0.593626 -0.08 -0.29 -0.27 -0.405
C -0.727865 -4.433428 -5.878193 0.09 0.11 -0.08 -0.640
H -3.945765 -12.280575 -5.225512 0.02 -0.02 0.03 0.073
H 9.411587 4.469047 6.166881 -0.05 0.03 0.02 0.068
H -3.717498 -0.358690 3.137628 0.24 0.16 0.09 0.064
H -5.274360 -4.303364 -2.137545 -0.05 -0.06 0.14 0.056
F -2.030614 0.385758 -0.497059 0.36 0.36 0.88 0.162
H -2.995587 -6.737395 -1.344636 0.06 -0.05 -0.04 0.063
C 3.383578 2.990332 8.174102 0.09 0.03 0.05 -0.620
Cl -6.129493 -13.113201 -5.035498 -0.01 -0.01 -0.01 0.540
C 1.095509 3.684801 -3.984181 -0.02 0.02 -0.01 -0.636
Cl -1.771479 -7.111607 0.640727 -0.01 0.04 -0.01 0.552
H 3.120714 3.929549 8.651427 -0.08 0.01 0.00 0.075
H -4.828575 -3.267014 -3.494370 -0.04 0.02 -0.04 0.073
H 0.310088 -4.280713 -5.589228 -0.13 -0.03 0.00 -0.012
F -1.995102 4.214240 1.954892 1.55 -0.99 -0.50 0.156
H 9.167904 2.427832 3.902144 -0.04 0.02 -0.04 0.071
C -3.277355 -6.859238 -0.302221 -0.06 0.17 -0.05 -0.648
H 3.122739 3.871403 -3.262804 0.01 -0.05 0.02 0.076
C 9.585756 5.988041 -0.605146 0.02 0.03 0.06 -0.643
H -1.843335 -5.172446 -7.569023 -0.02 -0.03 0.00 0.068
O -1.143190 -2.967701 -1.436686 0.57 -0.10 -0.33 -0.014
C 9.645021 6.895455 0.595612 0.10 0.04 0.02 -0.663
H 0.365253 10.224446 0.675302 0.06 -0.04 0.03 0.070
H 4.834919 -4.059054 -4.362296 -0.02 0.04 0.04 0.074
H -3.404132 6.259998 -1.377069 -0.06 0.02 -0.02 0.068
C -4.246985 -7.994132 -0.133701 -0.13 -0.04 -0.01 -0.667
Cl -9.085078 -3.513835 -0.567919 -0.10 0.16 0.07 0.517
H 10.363434 7.693767 0.422815 -0.03 0.05 -0.03 0.075
H -9.139490 -5.697840 -1.421638 0.05 -0.01 0.00 0.063
H 2.545840 -1.465769 1.173381 -0.14 -0.14 0.32 0.061
C -3.463823 -2.365699 1.267609 -0.80 -2.42 -2.15 -0.346
O 0.010301 -2.207550 -3.227141 -1.41 -2.78 2.06 0.032
C 9.096541 2.723606 4.945172 0.01 -0.09 0.00 -0.649
H -4.377646 0.166222 0.395762 0.29 0.28 0.07 0.066
Cl 8.555788 4.569626 -0.284290 0.08 0.00 -0.12 0.559
H -5.113288 -11.269101 -6.087062 -0.05 0.01 -0.03 0.067
H -0.490264 -4.101251 -7.963008 0.05 0.02 0.00 0.073
C 2.148083 4.329369 -3.122328 0.09 -0.06 -0.08 -0.588
H -0.995168 4.383027 4.837407 0.06 -0.03 -0.01 0.063
Cl -2.216869 5.927811 -3.987053 0.00 -0.01 0.00 0.565
Cl 1.057063 1.913382 -3.761483 -0.03 -0.04 0.00 0.581
H -5.183855 -7.740642 -0.624030 -0.02 0.04 -0.06 0.031
C -4.579673 -0.975863 2.917481 -0.29 0.00 -0.25 -0.054
Cl -6.453255 -9.915296 -3.918262 -0.09 -0.26 0.01 0.514
H 0.785784 -2.546165 0.344014 0.33 0.46 -0.13 0.103
H -1.184022 5.268097 -1.985633 0.01 -0.01 0.01 0.038
Cl 3.018921 -3.775868 -7.555816 -0.02 0.02 -0.01 0.554
C -4.923634 -11.807655 -5.163411 0.04 -0.01 -0.03 -0.666
Cl 2.444467 2.882749 6.654565 0.12 -0.07 -0.12 0.556
Cl 0.758466 8.663135 -1.041050 0.09 -0.08 0.08 0.560
H 0.481536 -0.634515 -0.803601 -0.35 -0.31 -0.15 0.115
H -2.188137 -1.627198 2.905851 -0.09 0.34 0.15 0.103
C -9.592550 -5.218554 -0.557341 0.04 -0.02 -0.10 -0.657
Cl -5.845579 -6.807791 -3.461710 0.11 0.13 -0.03 0.542
C -0.300252 -0.738402 1.632311 0.16 -0.10 -0.08 -0.257
H -6.010884 -0.342038 0.783774 -0.39 0.13 0.05 0.092
C -0.393325 -3.166058 -2.538315 1.15 3.62 -2.32 -0.327
H 1.310233 3.880875 -5.031943 0.04 -0.06 -0.04 0.083
H -4.716657 -1.732036 3.673278 0.16 -0.29 0.33 0.098
H 3.946634 -0.705008 0.440414 0.38 0.00 0.09 0.087
N 2.852166 1.441112 0.107236 -0.74 -1.15 0.09 0.185
H -0.640433 6.867771 -2.514627 0.05 0.08 -0.04 0.013
C 9.591385 4.130628 5.151077 0.06 0.01 0.02 -0.645
H 2.291915 2.267068 -0.109870 -0.09 -0.20 -0.03 -0.032
C 2.904444 -0.934529 0.299149 0.06 0.14 -0.09 -0.031
Cl 0.211555 -6.314493 -7.614984 -0.02 -0.03 -0.01 0.541
C -0.977437 3.429455 1.489675 0.20 0.70 0.38 -0.429
H -9.610934 -6.900438 0.755766 0.03 -0.05 -0.03 0.075
Cl -7.144856 -3.701067 -3.445927 0.18 0.04 0.00 0.538
H -5.313181 -5.165333 -5.069341 -0.09 -0.05 -0.03 0.070
C -4.957877 -10.884328 -3.975029 0.05 0.05 0.04 -0.681
Cl 2.505668 -4.374089 -4.290334 0.08 -0.04 0.19 0.592
H -5.090847 -1.233541 -0.392200 0.02 -0.23 -0.37 0.092
Cl 7.394605 2.517333 5.444824 0.16 0.03 0.08 0.518
H 4.166513 3.978392 0.519601 -0.05 -0.08 0.03 0.026
H 10.659736 4.170115 4.950526 0.02 -0.01 -0.03 0.075
Cl -7.427222 -6.046799 0.880097 0.13 -0.02 0.03 0.536
C 4.093141 -3.300184 -6.216980 0.04 0.06 -0.04 -0.655
N -4.573665 -1.590444 1.593789 1.40 0.32 0.12 -0.125
Cl 8.067555 7.663475 0.924138 -0.02 -0.01 0.04 0.531
C -5.022699 -0.688990 0.532989 -0.56 -0.54 -0.15 -0.026
F -0.796875 2.773865 -0.824371 -0.82 -0.14 1.06 0.079
C 0.327451 10.276704 -0.408384 -0.16 0.05 0.01 -0.646
N 0.340719 -0.776747 2.770414 -0.22 0.58 -0.27 -0.297
C -2.144863 -2.243396 2.023437 0.19 -0.37 0.17 -0.036
H -4.442810 -8.201697 0.913590 0.04 -0.04 0.06 0.070
Cl 2.896575 11.193616 -0.309401 0.01 0.00 -0.01 0.541
C -1.359956 4.034731 5.801547 -0.07 0.12 -0.18 -0.619
C 0.708646 0.290931 -0.291551 0.59 -0.01 -0.11 -0.054
C -9.197459 -5.894990 0.725836 -0.10 -0.11 0.04 -0.658
H 6.699088 4.271443 2.205757 0.06 -0.01 0.04 0.018
H 0.313723 0.942741 4.229911 -0.18 0.10 0.20 -0.166
C 4.090313 -4.320761 -5.110652 0.06 -0.03 -0.03 -0.632
H 5.591214 4.929097 0.066427 0.06 0.00 0.00 0.057
Cl -1.439962 -5.628815 -4.743815 0.11 -0.02 0.00 0.590
C -0.825326 -4.900199 -7.304970 -0.03 -0.02 -0.05 -0.657
S 1.332486 0.393504 3.549956 0.28 -0.11 -0.15 0.985
C -1.506387 6.231926 -2.379158 0.01 -0.05 0.01 -0.688
N -0.155566 0.471582 0.921791 -0.63 -0.32 -0.49 0.071
H -5.440414 -0.330078 2.978217 -0.34 0.18 -0.02 0.094
H 3.764565 -2.329308 -5.857693 -0.03 0.02 0.01 0.068
H -4.884464 -11.434679 -3.042103 -0.05 -0.03 0.03 0.051
C 1.237369 11.349868 -0.940868 0.02 0.05 -0.01 -0.662
C -2.487724 6.842336 -1.415611 -0.08 0.02 0.15 -0.665
F 0.030907 4.216505 1.025666 -1.28 -0.84 0.88 0.118
H -10.674748 -5.244963 -0.663991 -0.03 0.05 0.02 0.077
F -2.276087 0.758802 1.679299 0.32 0.03 -0.54 0.132
```
Forces are in eV/Å.

## Properties
Frontier orbital gap = 7.00 eV
Total charge = +1
Relative energy (zero: lowest compared OMol25 entry of this formula, charge and spin) = 0.0000 eV
Highest occupied orbital energy = -11.39 eV
F_max = 4.45 eV/A
E = -441576.0264 eV
M = 1875.8 g/mol